The following is a quantum chemistry calculation of one molecule with the formula C7H13N in a non-equilibrium geometry, from the Open Molecules 2025 dataset.

The geometry in XYZ format:
```
21
Properties=species:S:1:pos:R:3
C -0.40 -0.23 -0.06
C -1.22 1.03 -0.30
C 0.10 -0.92 -1.32
C -1.58 -1.42 0.67
C 0.54 -0.16 1.04
C 1.85 0.93 0.44
C 2.11 1.66 -0.64
N 0.70 -0.51 2.23
H -0.03 -1.10 2.61
H 2.58 0.93 1.25
H -1.49 1.52 0.64
H -0.67 1.75 -0.90
H -2.14 0.78 -0.84
H -0.74 -1.32 -1.89
H 0.63 -0.23 -1.97
H 0.77 -1.75 -1.08
H -1.09 -2.37 0.90
H -2.34 -1.58 -0.10
H -2.06 -1.00 1.56
H 3.03 2.24 -0.72
H 1.45 1.75 -1.49
```

E_tot (eV): -8957.14805
ΔE to the lowest compared entry with this formula, charge and spin (eV): 2.785
E_HOMO (eV): -9.17

Results of the Löwdin charge analysis, in e, for atoms 1 through 4:
1 C -0.489
2 C -0.049
3 C -0.054
4 C -0.023